Entry 1:
DFT (ωB97M-V/def2-TZVPD) results for a molecular structure, C37H49AlBr2Cl4F5IN3NaO10S in a non-equilibrium geometry.

Calculated values
HOMO-LUMO gap, eV: 0.96
Net charge: +2
HOMO level, eV: -9.73

Last column: Mulliken charge in e.
CARTESIAN COORDINATES (ANGSTROEM)
1 C -1.432 -4.820 1.838  -1.538
2 C -1.716 -3.832 0.681  0.361
3 Br -0.835 -4.530 -0.890  0.068
4 C -1.117 -2.446 1.108  -1.018
5 Br 0.710 -2.170 0.469  0.293
6 C -2.037 -1.292 0.822  -0.144
7 N -2.776 -0.856 1.854  0.218
8 C -3.654 0.137 1.776  0.573
9 O -4.350 0.439 2.888  -0.542
10 C -3.814 0.804 0.606  -0.488
11 I -5.198 2.408 0.463  0.260
12 C -3.094 0.430 -0.525  0.840
13 C -3.290 1.157 -1.843  -0.542
14 O -4.191 0.769 -2.552  -0.492
15 O -2.537 2.198 -2.248  -0.308
16 C -1.671 2.788 -1.268  -0.041
17 C -0.829 3.890 -1.929  0.721
18 O -1.615 4.989 -2.298  -0.589
19 C 0.331 4.265 -0.984  -1.076
20 N 1.479 4.871 -1.650  -0.501
21 C -2.215 -0.650 -0.402  0.023
22 C -1.465 -1.121 -1.647  -0.208
23 C -0.234 -0.238 -2.023  0.465
24 C 0.529 -1.003 -3.167  0.228
25 C 1.990 -0.516 -3.350  -0.414
26 S 3.203 -1.852 -3.268  1.230
27 O 4.188 -1.625 -4.263  -0.586
28 O 2.566 -3.109 -3.403  -0.472
29 Cl 3.944 -1.670 -1.347  -0.238
30 H -1.809 -4.461 2.802  0.388
31 H -1.753 -5.831 1.589  0.432
32 H -0.337 -4.873 1.926  0.422
33 H -2.808 -3.780 0.590  0.450
34 H -1.017 -2.505 2.198  0.569
35 H -2.660 -1.312 2.759  0.338
36 H -5.239 0.052 2.842  0.407
37 H -2.283 3.248 -0.480  0.349
38 H -0.964 2.067 -0.845  0.100
39 H -0.361 3.431 -2.818  -0.131
40 H -1.501 5.141 -3.241  0.421
41 H 0.706 3.351 -0.486  0.156
42 H -0.045 4.896 -0.172  0.391
43 H 1.217 5.686 -2.192  0.383
44 H 1.919 4.168 -2.229  0.187
45 H -1.076 -2.134 -1.557  -0.682
46 H -2.182 -1.060 -2.474  0.839
47 H -0.592 0.694 -2.474  -0.064
48 H 0.435 -0.101 -1.156  0.081
49 H 0.450 -2.085 -3.040  -0.146
50 H -0.012 -0.754 -4.085  0.433
51 H 2.277 0.289 -2.658  -0.277
52 H 2.086 -0.088 -4.349  0.160
53 C -1.875 -3.622 -7.182  -0.954
54 C -0.420 -3.673 -7.624  -0.364
55 O 0.517 -3.271 -6.629  -0.289
56 C 0.905 -4.201 -5.614  0.733
57 O 1.277 -5.347 -6.066  -0.561
58 C -0.169 -4.353 -4.469  0.469
59 F -0.775 -3.154 -4.221  -0.151
60 F 0.425 -4.712 -3.337  -0.227
61 F -1.136 -5.229 -4.720  -0.294
62 H -2.071 -2.736 -6.575  0.118
63 H -2.529 -3.606 -8.055  0.422
64 H -2.150 -4.497 -6.599  0.265
65 H -0.296 -2.944 -8.428  0.341
66 H -0.164 -4.643 -8.054  0.341
67 H 1.692 -3.607 -5.082  -0.079
68 Na 2.406 1.295 -1.187  0.912
69 F 1.701 -5.258 -1.210  -0.681
70 Al -6.387 4.497 2.119  0.772
71 O 4.038 6.680 -1.951  -0.649
72 H 3.273 6.116 -1.798  0.373
73 H 3.679 7.571 -2.018  0.324
74 C 0.786 1.457 -7.014  -0.085
75 Cl -0.317 0.208 -7.564  -0.047
76 Cl 0.648 2.909 -7.989  -0.101
77 Cl 0.473 1.834 -5.292  -0.111
78 H 1.800 1.081 -7.095  0.315
79 F 3.862 0.961 3.130  -0.346
80 C 3.401 -0.138 3.776  0.350
81 C 3.590 -0.256 5.136  -0.378
82 C 3.110 -1.383 5.789  -0.381
83 C 2.457 -2.379 5.072  -0.760
84 C 2.280 -2.244 3.702  -0.207
85 C 2.752 -1.113 3.050  -0.448
86 H 4.108 0.524 5.678  0.621
87 H 3.247 -1.485 6.857  0.412
88 H 2.089 -3.259 5.582  0.417
89 H 1.777 -3.021 3.140  0.620
90 H 2.618 -0.986 1.985  0.095
91 N -10.475 3.916 3.488  0.040
92 C -10.293 3.355 4.731  -0.439
93 C -11.365 2.545 4.983  -0.390
94 C -12.225 2.613 3.852  -0.391
95 C -11.651 3.461 2.947  -0.451
96 H -9.847 4.558 3.046  0.121
97 H -9.422 3.584 5.323  0.360
98 H -11.519 1.967 5.878  0.391
99 H -13.161 2.096 3.721  0.395
100 H -11.974 3.783 1.972  0.376
101 C 7.162 0.789 6.418  -0.200
102 C 7.179 1.035 5.054  0.130
103 C 8.306 1.587 4.462  -0.554
104 C 9.425 1.886 5.238  -0.357
105 C 9.411 1.635 6.602  -0.477
106 C 8.276 1.092 7.193  -0.566
107 H 6.283 0.361 6.884  0.317
108 H 6.312 0.794 4.451  0.158
109 H 8.319 1.785 3.398  0.360
110 H 10.306 2.312 4.776  0.371
111 H 10.280 1.862 7.204  0.375
112 H 8.256 0.900 8.259  0.541
113 O 7.772 -1.660 8.628  -0.500
114 H 8.700 -1.724 8.349  0.310



Entry 2:
DFT (ωB97M-V/def2-TZVPD) results for 12 unconnected molecules or ions with the total composition C35H100N6O12 in a non-equilibrium geometry.

Calculated values
HOMO-LUMO gap, eV: 9.46
HOMO level, eV: -9.08

Last column: Mulliken charge in e.
CARTESIAN COORDINATES (ANGSTROEM)
1 C 1.574 2.272 -4.560  -0.330
2 O 2.569 2.088 -5.534  -0.295
3 C 2.864 3.279 -6.242  -0.700
4 C 3.629 2.941 -7.521  0.627
5 C 4.886 2.142 -7.234  -1.448
6 N 4.003 4.213 -8.138  -0.689
7 H 1.205 1.300 -4.233  -0.024
8 H 0.710 2.841 -4.923  0.315
9 H 1.988 2.809 -3.695  0.207
10 H 1.943 3.796 -6.531  0.297
11 H 3.498 3.901 -5.602  0.296
12 H 2.999 2.308 -8.158  0.192
13 H 4.652 1.237 -6.669  0.334
14 H 5.627 2.709 -6.669  0.354
15 H 5.347 1.782 -8.157  0.391
16 H 3.203 4.613 -8.622  0.235
17 H 4.698 4.110 -8.868  0.249
18 C 0.250 1.412 -1.172  -0.471
19 O 0.190 0.689 0.035  0.944
20 C -0.098 -0.665 -0.213  0.709
21 C -0.183 -1.410 1.095  0.903
22 C 1.028 -1.228 1.992  -1.174
23 N -0.300 -2.866 0.854  1.429
24 H 1.131 1.121 -1.756  0.252
25 H 0.318 2.489 -1.006  -0.287
26 H -0.642 1.258 -1.786  -0.165
27 H -1.012 -0.795 -0.807  -1.415
28 H 0.710 -1.106 -0.823  0.042
29 H -1.055 -1.035 1.648  -0.155
30 H 0.959 -1.893 2.852  0.201
31 H 1.083 -0.194 2.341  -0.063
32 H 1.970 -1.419 1.472  0.149
33 H -0.401 -3.297 1.774  0.081
34 H -1.162 -3.107 0.354  -0.392
35 C -3.672 -2.318 -0.819  -0.907
36 O -2.785 -3.412 -0.888  0.015
37 C -3.424 -4.584 -1.360  -1.202
38 C -2.652 -5.798 -0.847  1.273
39 C -1.271 -5.886 -1.502  -1.137
40 N -3.462 -6.991 -1.022  -0.805
41 H -3.116 -1.438 -0.501  -0.274
42 H -4.499 -2.513 -0.129  0.563
43 H -4.087 -2.117 -1.816  0.401
44 H -4.450 -4.639 -0.982  0.394
45 H -3.471 -4.579 -2.457  0.342
46 H -2.524 -5.669 0.232  -0.219
47 H -1.411 -6.198 -2.541  0.321
48 H -0.641 -6.598 -0.968  0.347
49 H -0.728 -4.941 -1.488  0.019
50 H -3.630 -7.162 -2.015  0.284
51 H -2.955 -7.837 -0.771  0.270
52 C -3.326 1.494 -0.599  -0.507
53 O -3.499 1.103 -1.937  0.084
54 C -4.844 1.062 -2.335  -1.113
55 C -4.977 0.673 -3.790  1.075
56 C -4.217 1.661 -4.692  -1.471
57 N -6.382 0.695 -4.181  -0.723
58 H -2.272 1.699 -0.409  -0.205
59 H -3.649 0.708 0.094  0.348
60 H -3.856 2.423 -0.363  0.400
61 H -5.381 0.346 -1.691  0.320
62 H -5.367 2.024 -2.236  0.351
63 H -4.501 -0.293 -4.014  -0.051
64 H -4.627 2.668 -4.569  0.377
65 H -4.348 1.379 -5.737  0.399
66 H -3.154 1.717 -4.468  0.228
67 H -6.477 0.491 -5.171  0.306
68 H -6.872 -0.090 -3.753  0.256
69 C -0.036 -5.461 2.990  -0.707
70 O -0.943 -4.417 3.317  -0.364
71 C -0.903 -4.084 4.676  -0.460
72 C -2.043 -3.162 5.043  0.233
73 C -2.129 -1.868 4.238  -0.765
74 N -1.897 -2.760 6.466  -0.580
75 H -0.117 -6.266 3.723  0.443
76 H 0.991 -5.099 2.884  0.295
77 H -0.292 -5.861 2.008  0.009
78 H -0.918 -4.948 5.355  0.462
79 H 0.041 -3.566 4.909  -0.017
80 H -3.004 -3.672 4.901  0.320
81 H -2.262 -2.082 3.170  -0.139
82 H -1.295 -1.179 4.353  0.160
83 H -3.053 -1.318 4.442  0.479
84 H -2.771 -2.321 6.744  0.255
85 H -1.867 -3.564 7.094  0.232
86 C 0.510 2.500 3.340  -0.809
87 O 0.719 3.831 3.791  -0.364
88 C 0.249 3.999 5.118  -0.686
89 C 0.485 5.413 5.595  0.314
90 C 0.284 5.542 7.100  -1.535
91 N -0.371 6.397 4.894  -0.677
92 H -0.564 2.313 3.240  0.360
93 H 0.970 1.750 3.988  0.504
94 H 0.960 2.425 2.348  0.120
95 H -0.821 3.769 5.218  0.335
96 H 0.810 3.294 5.748  0.281
97 H 1.512 5.693 5.336  0.348
98 H 0.879 4.814 7.655  0.364
99 H -0.752 5.282 7.340  0.342
100 H 0.532 6.552 7.409  0.379
101 H -0.162 6.362 3.899  0.295
102 H -1.330 6.066 4.992  0.298
103 C 2.602 -2.070 5.862  -0.718
104 C 1.516 -1.870 6.924  -0.188
105 O 0.538 -0.966 6.445  -0.593
106 H 3.437 -2.643 6.269  0.370
107 H 2.940 -1.087 5.536  0.233
108 H 2.160 -2.576 5.005  -0.006
109 H 1.963 -1.490 7.844  0.353
110 H 1.034 -2.830 7.146  0.224
111 H -0.281 -1.425 6.190  0.279
112 C -0.418 -2.161 -4.357  -1.596
113 C -1.541 -1.567 -3.527  1.311
114 O -1.507 -0.152 -3.561  -0.258
115 H -0.547 -1.951 -5.420  0.400
116 H -0.364 -3.239 -4.209  0.342
117 H 0.530 -1.721 -4.038  0.300
118 H -1.366 -1.935 -2.511  -0.562
119 H -2.506 -1.906 -3.922  0.191
120 H -2.207 0.175 -2.972  -0.089
121 C -1.197 4.980 0.300  -0.987
122 C 0.272 5.357 0.496  0.404
123 O 0.515 5.749 1.845  -0.592
124 H -1.455 4.894 -0.756  0.406
125 H -1.871 5.627 0.854  0.408
126 H -1.248 3.977 0.741  -0.009
127 H 0.553 6.192 -0.148  0.371
128 H 0.897 4.489 0.275  -0.416
129 H 0.594 4.917 2.354  0.515
130 C 2.935 -5.263 -2.074  -1.472
131 C 2.280 -4.168 -1.270  0.661
132 O 1.693 -4.724 -0.106  -0.571
133 H 3.190 -4.923 -3.077  0.381
134 H 2.282 -6.134 -2.156  0.315
135 H 3.833 -5.624 -1.567  0.347
136 H 1.546 -3.655 -1.906  -0.190
137 H 3.020 -3.419 -0.959  0.167
138 H 1.079 -4.050 0.254  0.118
139 C 3.589 3.677 0.290  -0.542
140 C 3.993 5.018 -0.257  -0.343
141 O 4.343 4.960 -1.646  -0.540
142 H 4.434 2.991 0.390  0.618
143 H 2.776 3.183 -0.243  -0.083
144 H 3.227 3.794 1.320  0.139
145 H 4.837 5.450 0.293  0.313
146 H 3.165 5.728 -0.215  0.170
147 H 4.936 4.212 -1.775  0.304
148 C 4.118 0.206 -0.531  0.185
149 O 5.391 -0.013 0.071  -0.559
150 H 3.618 -0.751 -0.696  -0.079
151 H 3.504 0.884 0.057  -0.219
152 H 4.252 0.749 -1.476  0.389
153 H 5.857 -0.645 -0.482  0.311



Number 1: energy -297789.0313 eV. Number 2: energy -71423.8000 eV.